[1]
{"formula": "C20H20BrClF2N2O", "method": "ωB97M-V/def2-TZVPD", "homo_ev": -9.053, "relative_energy_kcal_mol": 0.4, "smiles": "Cc1ccc(F)cc1CN[C@@H]1C[C@@H](F)CN(C(=O)c2ccc(Br)c(Cl)c2)C1", "species": ["C", "C", "C", "C", "C", "F", "C", "C", "C", "N", "C", "C", "C", "F", "C", "N", "C", "O", "C", "C", "C", "C", "Br", "C", "Cl", "C", "C", "H", "H", "H", "H", "H", "H", "H", "H", "H", "H", "H", "H", "H", "H", "H", "H", "H", "H", "H", "H"], "coordinates": [[-3.557, 0.509, -3.483], [-3.335, -0.750, -2.688], [-4.401, -1.381, -2.060], [-4.236, -2.549, -1.327], [-2.972, -3.086, -1.242], [-2.784, -4.225, -0.544], [-1.884, -2.490, -1.849], [-2.058, -1.315, -2.567], [-0.850, -0.640, -3.168], [-0.499, 0.594, -2.462], [-0.005, 0.395, -1.101], [-1.133, 0.540, -0.075], [-0.612, 0.495, 1.346], [-0.142, -0.800, 1.615], [0.531, 1.467, 1.569], [1.554, 1.290, 0.557], [2.873, 1.026, 0.781], [3.698, 1.002, -0.115], [3.309, 0.771, 2.198], [4.261, 1.612, 2.761], [4.728, 1.369, 4.040], [4.263, 0.276, 4.758], [4.934, -0.018, 6.494], [3.324, -0.575, 4.188], [2.723, -1.956, 5.035], [2.843, -0.322, 2.911], [1.080, 1.428, -0.809], [-3.302, 0.360, -4.535], [-4.602, 0.814, -3.435], [-2.933, 1.321, -3.112], [-5.392, -0.950, -2.145], [-5.067, -3.039, -0.838], [-0.904, -2.941, -1.744], [-0.017, -1.357, -3.172], [-1.054, -0.374, -4.208], [0.198, 1.087, -3.007], [0.451, -0.599, -0.989], [-1.619, 1.507, -0.237], [-1.891, -0.231, -0.208], [-1.410, 0.691, 2.065], [0.127, 2.485, 1.502], [0.951, 1.340, 2.562], [4.644, 2.448, 2.191], [5.463, 2.022, 4.490], [2.101, -0.984, 2.486], [1.933, 1.300, -1.472], [0.670, 2.436, -0.955]], "lowdin_charge": [-0.043, -0.234, -0.036, -0.006, -0.279, 0.058, 0.029, -0.190, -0.163, -0.013, -0.315, -0.076, -0.284, -0.016, -0.083, -0.021, -0.401, 0.079, -0.143, -0.010, -0.114, -0.704, 0.756, -0.687, 0.677, -0.056, -0.090, 0.083, 0.075, 0.072, 0.112, 0.118, 0.128, 0.119, 0.121, 0.112, 0.154, 0.135, 0.112, 0.150, 0.139, 0.126, 0.126, 0.103, 0.112, 0.126, 0.143]}

---

[2]
{"formula": "C20H20Cl2N4O", "method": "ωB97M-V/def2-TZVPD", "homo_ev": -8.638, "relative_energy_kcal_mol": 1.0, "smiles": "CN(Cc1ccc(Cc2cnc[nH]2)cc1)C(=O)N(C)c1cc(Cl)cc(Cl)c1", "species": ["O", "Cl", "Cl", "N", "C", "C", "C", "C", "C", "C", "C", "C", "C", "C", "C", "C", "C", "C", "C", "C", "N", "N", "N", "C", "C", "C", "C", "H", "H", "H", "H", "H", "H", "H", "H", "H", "H", "H", "H", "H", "H", "H", "H", "H", "H", "H", "H"], "coordinates": [[0.537, 2.651, 2.117], [7.139, 0.366, -0.233], [4.198, 4.155, -2.999], [-2.880, -5.347, -0.787], [1.226, 2.056, 1.328], [-4.038, -5.788, -0.428], [-2.967, -3.981, -0.771], [-4.207, -3.572, -0.390], [5.450, 2.214, -1.548], [4.680, 1.274, 0.552], [3.336, 2.936, -0.581], [-3.327, -0.550, -1.468], [-3.082, -0.708, 0.880], [-2.321, 0.413, -1.521], [-2.093, 0.302, 0.888], [5.653, 1.321, -0.464], [4.322, 3.038, -1.600], [3.520, 2.052, 0.521], [-3.718, -1.139, -0.283], [-1.709, 0.853, -0.316], [-4.881, -4.743, -0.149], [2.597, 2.009, 1.575], [0.667, 1.320, 0.287], [-4.799, -2.201, -0.238], [3.090, 2.096, 2.976], [1.339, 0.116, -0.211], [-0.551, 1.811, -0.389], [-4.305, -6.845, -0.307], [-2.200, -3.327, -1.063], [6.222, 2.245, -2.341], [4.906, 0.596, 1.383], [2.543, 3.626, -0.538], [-3.747, -0.912, -2.415], [-3.320, -1.192, 1.823], [-1.960, 0.784, -2.505], [-1.593, 0.616, 1.849], [-5.844, -4.805, 0.165], [-5.509, -2.068, -1.054], [-5.371, -2.065, 0.672], [2.292, 1.770, 3.663], [3.304, 3.131, 3.228], [3.976, 1.452, 3.181], [0.605, -0.630, -0.612], [2.058, 0.357, -1.008], [1.888, -0.450, 0.547], [-0.878, 2.757, 0.016], [-0.247, 2.010, -1.433]], "lowdin_charge": [0.078, 0.630, 0.615, 0.049, -0.512, -0.216, -0.110, -0.254, -0.138, -0.062, -0.009, -0.053, -0.020, -0.023, -0.017, -0.602, -0.593, -0.239, -0.252, -0.229, 0.085, -0.039, -0.075, -0.089, -0.004, -0.033, -0.110, 0.121, 0.092, 0.111, 0.107, 0.103, 0.122, 0.114, 0.120, 0.137, 0.155, 0.119, 0.115, 0.095, 0.090, 0.089, 0.102, 0.082, 0.094, 0.126, 0.127]}

---

[3]
{"formula": "C20H20ClHfN5O6", "method": "ωB97M-V/def2-TZVPD", "total_charge": 2, "homo_ev": -15.432, "relative_energy_kcal_mol": 0.0, "species": ["Hf", "O", "C", "N", "C", "C", "C", "C", "C", "C", "N", "C", "C", "C", "C", "C", "N", "H", "H", "H", "H", "H", "H", "H", "H", "H", "H", "O", "Cl", "O", "O", "O", "C", "C", "O", "N", "C", "C", "C", "C", "C", "C", "N", "H", "H", "H", "H", "H", "H", "H", "H", "H", "H"], "coordinates": [[-6.751, -10.537, 8.600], [-6.589, -14.609, 9.588], [-6.862, -13.544, 9.097], [-6.065, -12.405, 9.189], [-4.838, -12.561, 10.024], [-4.583, -11.228, 10.728], [-3.604, -11.157, 11.699], [-3.520, -10.037, 12.503], [-4.404, -8.988, 12.265], [-5.284, -9.091, 11.220], [-5.323, -10.153, 10.413], [-8.143, -13.287, 8.275], [-9.089, -14.303, 7.989], [-10.208, -13.928, 7.245], [-10.293, -12.630, 6.745], [-9.352, -11.714, 7.051], [-8.273, -12.028, 7.843], [-4.003, -12.858, 9.390], [-5.017, -13.331, 10.724], [-3.001, -12.044, 11.876], [-2.794, -9.932, 13.297], [-4.339, -8.096, 12.858], [-5.970, -8.265, 11.018], [-8.837, -15.262, 8.391], [-11.009, -14.669, 7.020], [-11.110, -12.258, 6.126], [-9.376, -10.731, 6.678], [-5.287, -10.940, 5.165], [-5.514, -9.916, 6.078], [-5.287, -8.590, 5.652], [-6.961, -9.996, 6.548], [-4.787, -10.216, 7.339], [-9.283, -9.465, 12.133], [-8.881, -9.306, 10.712], [-8.269, -10.240, 10.078], [-9.211, -8.186, 10.102], [-8.900, -7.851, 8.750], [-7.541, -7.234, 8.658], [-7.396, -5.864, 8.595], [-6.132, -5.331, 8.449], [-5.038, -6.171, 8.415], [-5.262, -7.538, 8.500], [-6.487, -8.082, 8.680], [-10.333, -9.773, 12.199], [-9.091, -8.531, 12.678], [-8.642, -10.210, 12.603], [-9.680, -7.480, 10.672], [-9.649, -7.168, 8.428], [-8.940, -8.736, 8.139], [-8.239, -5.188, 8.571], [-5.972, -4.284, 8.288], [-4.027, -5.821, 8.268], [-4.438, -8.253, 8.455]], "lowdin_charge": [1.751, 0.134, -0.431, -0.130, -0.087, -0.217, 0.019, 0.006, -0.019, -0.131, -0.009, -0.138, 0.063, 0.015, -0.027, -0.090, -0.033, 0.147, 0.116, 0.142, 0.132, 0.120, 0.113, 0.128, 0.147, 0.134, 0.097, -0.174, 0.759, -0.202, -0.448, -0.392, 0.049, -0.420, -0.116, 0.127, -0.086, -0.238, 0.021, 0.000, 0.006, -0.122, -0.001, 0.122, 0.111, 0.105, 0.188, 0.141, 0.106, 0.134, 0.130, 0.132, 0.115]}

---

[4]
{"formula": "C20H20ClHgN4O3S2", "method": "ωB97M-V/def2-TZVPD", "s2": 0.75, "homo_ev": [-6.571, -7.927], "relative_energy_kcal_mol": 0.0, "spin_multiplicity": 2, "species": ["Hg", "C", "C", "N", "C", "C", "S", "C", "C", "S", "C", "N", "C", "H", "H", "H", "H", "H", "H", "H", "H", "N", "C", "C", "N", "C", "H", "H", "H", "H", "C", "C", "C", "C", "Cl", "C", "C", "C", "O", "C", "C", "O", "O", "H", "H", "H", "H", "H", "H", "H", "H"], "coordinates": [[-0.444, 1.407, 0.821], [2.433, 0.012, -1.774], [2.835, 0.013, -0.337], [2.022, 0.001, 0.669], [2.677, -0.010, 1.880], [4.031, 0.005, 1.785], [4.507, 0.026, 0.142], [1.882, -0.054, 3.114], [2.359, -0.039, 4.386], [1.067, -0.110, 5.503], [-0.057, -0.155, 4.187], [0.509, -0.121, 3.024], [-1.534, -0.178, 4.404], [1.352, 0.114, -1.851], [2.748, -0.914, -2.256], [2.905, 0.840, -2.304], [4.765, 0.010, 2.574], [3.380, 0.012, 4.727], [-1.779, -0.299, 5.457], [-1.981, -0.991, 3.832], [-1.970, 0.754, 4.041], [-4.184, -1.595, 1.227], [-4.766, -0.358, 1.069], [-3.743, 0.491, 0.776], [-2.557, -0.205, 0.750], [-2.853, -1.449, 1.023], [-4.667, -2.452, 1.431], [-5.823, -0.198, 1.189], [-3.769, 1.548, 0.560], [-2.150, -2.264, 1.071], [0.020, -0.145, -5.191], [-1.201, -0.596, -4.441], [-1.503, -1.943, -4.295], [-2.601, -2.342, -3.550], [-2.957, -4.043, -3.384], [-3.409, -1.412, -2.928], [-3.117, -0.063, -3.068], [-2.029, 0.346, -3.826], [-1.722, 1.658, -4.039], [-2.034, 2.560, -2.998], [-1.380, 2.180, -1.659], [-1.758, 2.831, -0.658], [-0.546, 1.251, -1.669], [0.731, -0.964, -5.297], [0.495, 0.676, -4.654], [-0.235, 0.221, -6.188], [-0.863, -2.686, -4.753], [-4.258, -1.733, -2.340], [-3.739, 0.664, -2.563], [-3.109, 2.656, -2.836], [-1.641, 3.530, -3.296]], "lowdin_spin": [0.467, 0.000, 0.009, 0.050, 0.011, 0.000, 0.006, 0.016, 0.000, 0.011, 0.021, 0.081, 0.005, 0.000, 0.000, 0.000, 0.000, 0.000, 0.000, 0.000, 0.005, 0.002, 0.000, 0.007, 0.046, 0.003, 0.000, 0.000, 0.001, 0.000, 0.000, 0.000, 0.000, 0.001, 0.000, 0.000, 0.001, 0.000, 0.002, 0.011, 0.016, 0.146, 0.079, 0.000, 0.000, 0.000, 0.000, 0.000, 0.000, 0.001, 0.000]}

---

[5]
{"formula": "C20H20ClN2", "method": "ωB97M-V/def2-TZVPD", "total_charge": 1, "homo_ev": -8.525, "relative_energy_kcal_mol": 148.5, "species": ["C", "C", "C", "C", "C", "C", "C", "N", "C", "C", "N", "H", "H", "H", "H", "H", "H", "H", "H", "H", "H", "Cl", "C", "C", "C", "C", "C", "C", "C", "C", "C", "C", "C", "H", "H", "H", "H", "H", "H", "H", "H", "H", "H"], "coordinates": [[-4.735, -1.123, 0.501], [-3.329, -1.559, 0.183], [-2.283, -0.640, 0.365], [-0.997, -0.978, -0.039], [-0.720, -2.255, -0.443], [-1.713, -3.225, -0.558], [-3.027, -2.852, -0.270], [0.655, -2.481, -0.248], [1.259, -1.430, 0.282], [2.561, -1.564, 0.986], [0.305, -0.430, 0.517], [-5.435, -1.966, 0.592], [-4.774, -0.555, 1.443], [-5.140, -0.453, -0.276], [-2.480, 0.310, 0.843], [-1.440, -4.245, -0.820], [-3.837, -3.578, -0.355], [1.116, -3.365, -0.438], [2.770, -0.737, 1.675], [2.605, -2.508, 1.563], [3.388, -1.631, 0.262], [3.284, 2.741, -4.743], [2.528, 2.209, -3.298], [1.345, 2.794, -2.849], [0.740, 2.357, -1.662], [1.277, 1.302, -0.919], [0.626, 0.963, 0.433], [1.452, 1.281, 1.662], [0.612, 1.851, 2.734], [-0.709, 2.124, 2.008], [-0.670, 1.685, 0.736], [2.485, 0.769, -1.337], [3.084, 1.161, -2.550], [0.903, 3.600, -3.421], [-0.144, 2.874, -1.315], [0.314, -0.673, 1.512], [2.539, 1.181, 1.668], [0.458, 1.151, 3.578], [1.070, 2.748, 3.175], [-1.521, 2.658, 2.510], [-1.418, 1.786, -0.049], [3.003, 0.027, -0.737], [3.989, 0.676, -2.898]], "lowdin_charge": [-0.029, -0.219, 0.055, -0.031, -0.157, 0.029, 0.009, 0.258, -0.149, 0.023, 0.089, 0.090, 0.095, 0.102, 0.111, 0.128, 0.132, 0.205, 0.081, 0.121, 0.109, 0.708, -0.680, -0.073, -0.005, -0.132, -0.410, -0.147, -0.234, -0.023, -0.089, -0.033, -0.073, 0.112, 0.108, 0.216, 0.074, 0.100, 0.112, 0.116, 0.113, 0.082, 0.108]}